ORCA calculation (the ωB97M-V functional and the def2-TZVPD basis) on a molecular structure, C13H12BeBr3Cl5FK2O13P at a distorted geometry.

Summary:
highest occupied orbital energy	-4.808	eV
HOMO-LUMO gap	0.0452	hartree

XYZ file:
```
51
Properties=species:S:1:pos:R:3:lowdin_charge:R:1
O 7.494 -1.529 0.425 0.0936
C 6.396 -1.859 0.934 -0.2697
C 6.188 -3.228 1.769 0.0509
C 4.931 -3.903 1.635 0.0087
C 3.784 -3.337 0.646 -0.3103
O 3.076 -4.100 -0.057 0.0490
C 3.678 -1.725 0.616 -0.0804
C 5.050 -0.977 0.770 -0.0146
C 5.042 0.578 0.790 0.0593
C 3.684 1.376 0.648 0.0043
C 2.337 0.588 0.501 -0.0076
C 2.285 -0.989 0.477 -0.2119
P 0.604 -1.849 0.325 0.6833
O -0.422 -0.728 0.021 -0.3357
O 0.493 -2.949 -0.982 -0.1946
O 0.058 -2.597 1.813 -0.2273
H 6.996 -3.632 2.477 0.1327
H 4.690 -4.860 2.202 0.1184
H 5.993 1.199 0.923 0.1223
H 3.678 2.511 0.667 0.1065
H 1.336 1.131 0.424 0.1071
H 1.376 -2.848 -1.452 0.0884
H 0.848 -2.638 2.405 -0.0800
C -2.971 1.850 -0.709 -1.4822
Cl -4.642 1.560 -1.207 0.6095
Cl -2.073 2.645 -2.021 0.4186
Cl -2.917 2.829 0.761 0.5637
H -2.497 0.891 -0.502 -0.0082
C 4.603 -3.314 -2.475 -1.0027
O 5.428 -2.970 -1.612 -0.0159
O 3.721 -2.562 -2.978 -0.0526
O 4.524 -4.524 -2.978 -0.2177
C -5.971 5.119 -2.060 -1.5535
Br -4.824 5.834 -0.666 0.5603
Br -7.675 4.518 -1.361 0.4790
Br -6.184 6.376 -3.530 0.5172
H -5.477 4.241 -2.458 -0.0881
Be -9.352 3.840 0.319 0.2407
O -1.785 -5.135 -0.030 0.3008
H -2.571 -4.570 0.170 0.1922
H -1.049 -4.603 -0.434 0.1564
H -2.029 -5.903 -0.599 0.1917
F -6.819 2.711 -2.651 -0.8421
O -7.069 7.423 2.092 -0.3901
Cl -6.874 6.260 2.929 0.6005
O -5.467 6.129 3.255 -0.4076
O -7.315 5.074 2.220 -0.4927
O -7.641 6.406 4.148 -0.3865
K -2.708 2.474 -4.370 0.7701
K 2.306 -1.828 3.409 0.9616
Cl 5.733 -4.406 -4.637 0.4854
```

---

ORCA calculation (the ωB97M-V functional and the def2-TZVPD basis) on 10 unconnected molecules or ions with the total composition C36H87F6N9O6P at a distorted geometry.

Summary:
2S+1	2
highest occupied orbital energy (spin up / spin down)	-7.684 / -7.684	eV
HOMO-LUMO gap (spin up / spin down)	0.2577 / 0.0928	hartree
expectation value of S²	0.754

XYZ file:
```
145
Properties=species:S:1:pos:R:3:lowdin_charge:R:1
P -0.261 -0.194 0.225 0.2737
F 0.187 0.753 -1.016 -0.1752
F -0.588 1.036 1.239 -0.1635
F -1.873 -0.198 -0.256 -0.2050
F -0.421 -1.140 1.517 -0.1713
F -0.227 -1.540 -0.750 -0.2025
F 1.384 -0.268 0.459 -0.2143
C 2.105 -1.162 -3.525 -0.0615
C 1.581 -0.106 -4.629 -0.1757
N 2.009 -0.669 -5.928 -0.2468
C 1.446 -1.949 -6.280 -0.2675
C -0.031 -1.883 -6.467 -0.0906
C 2.075 0.261 -7.007 -0.2380
C 3.493 1.047 -6.927 -0.0576
H 1.574 -2.113 -3.559 0.0567
H 1.981 -0.733 -2.531 0.0353
H 3.188 -1.232 -3.420 0.0670
H 0.502 0.043 -4.670 0.0932
H 2.000 0.862 -4.356 0.0887
H 1.911 -2.158 -7.244 0.1081
H 1.703 -2.717 -5.550 0.1028
H -0.466 -0.883 -6.474 0.0690
H -0.352 -2.478 -7.323 0.0769
H -0.546 -2.178 -5.553 0.0716
H 1.270 0.995 -6.965 0.1010
H 2.021 -0.361 -7.901 0.1063
H 3.503 1.710 -7.792 0.0559
H 4.297 0.319 -7.038 0.0583
H 3.592 1.462 -5.925 0.0470
C 4.301 1.259 3.770 -0.0553
C 5.021 2.558 3.200 -0.1325
N 4.460 3.046 1.903 0.0130
C 4.971 4.374 1.526 -0.1118
C 3.737 5.260 0.928 -0.0098
C 4.505 2.049 0.890 -0.1930
C 3.648 2.268 -0.396 -0.0268
H 4.782 0.927 4.691 0.0837
H 4.344 0.366 3.146 0.0748
H 3.272 1.495 4.044 0.0746
H 5.028 3.339 3.959 0.1265
H 6.074 2.293 3.101 0.1413
H 5.580 4.823 2.311 0.1231
H 5.707 4.122 0.763 0.1312
H 3.268 4.829 0.043 0.0356
H 2.941 5.372 1.664 0.0755
H 4.019 6.307 0.821 0.0821
H 4.161 1.102 1.306 0.1135
H 5.530 1.877 0.563 0.1572
H 3.525 1.264 -0.802 0.0906
H 4.080 2.970 -1.109 0.0751
H 2.730 2.684 0.019 0.0735
C -1.021 2.951 -4.572 -0.1111
C -0.876 3.055 -3.109 -0.2329
N -0.390 4.349 -2.475 -0.1469
C 0.633 5.066 -3.144 -0.2780
C 1.999 4.316 -3.222 -0.0678
C -0.230 4.125 -1.027 -0.2344
C 0.187 5.448 -0.418 -0.1035
H -1.280 1.944 -4.899 0.0761
H -0.058 3.079 -5.066 0.0612
H -1.670 3.732 -4.967 0.0804
H -1.798 2.757 -2.610 0.1229
H -0.082 2.317 -2.994 0.0824
H 0.811 6.109 -2.880 0.1060
H 0.490 5.370 -4.181 0.1047
H 2.458 4.381 -2.235 0.0252
H 2.594 4.722 -4.040 0.0750
H 2.015 3.227 -3.267 0.0547
H -1.165 3.822 -0.556 0.1050
H 0.565 3.438 -0.736 0.0912
H -0.481 6.292 -0.590 0.0851
H 0.397 5.383 0.650 0.0672
H 1.166 5.699 -0.826 0.0386
C -0.478 -0.135 4.697 -0.3294
O -1.584 0.296 4.940 0.0430
N 0.522 -0.330 5.573 -0.1877
C 1.775 -0.865 5.151 -0.0850
C 0.525 0.157 6.961 -0.0342
H -0.141 -0.358 3.673 0.1136
H 1.919 -1.218 4.130 0.0939
H 2.091 -1.627 5.864 0.0854
H 2.491 -0.059 5.314 0.0539
H 1.255 -0.478 7.464 0.0740
H 0.734 1.211 7.147 0.0889
H -0.378 -0.102 7.513 0.0906
C -3.363 2.224 2.668 -0.2544
O -3.350 2.145 3.939 -0.0274
N -4.198 3.089 1.955 -0.1908
C -4.034 3.235 0.476 -0.0405
C -5.031 3.984 2.664 -0.0909
H -2.823 1.587 1.950 0.1039
H -3.173 2.626 0.199 0.0631
H -3.836 4.264 0.176 0.0744
H -4.915 3.033 -0.134 0.0824
H -5.469 3.440 3.501 0.0873
H -4.529 4.830 3.134 0.0878
H -5.855 4.297 2.022 0.0868
C 0.322 -5.653 3.150 -0.2867
O 1.159 -6.088 2.343 -0.0086
N -0.836 -5.017 2.792 -0.1769
C -1.909 -4.941 3.753 -0.0612
C -1.189 -4.845 1.428 -0.0650
H 0.394 -5.847 4.231 0.1322
H -2.441 -3.992 3.694 0.0688
H -1.708 -5.159 4.803 0.0951
H -2.726 -5.584 3.427 0.0825
H -1.518 -3.813 1.313 0.0693
H -0.413 -4.948 0.670 0.0836
H -1.985 -5.504 1.079 0.0931
C -4.704 -1.598 -1.223 -0.3582
O -5.522 -0.766 -1.556 0.0058
N -4.978 -2.932 -1.023 -0.1702
C -3.808 -3.733 -0.534 -0.0548
C -6.300 -3.533 -1.392 -0.0246
H -3.655 -1.362 -0.986 0.1052
H -4.024 -4.117 0.463 0.0647
H -2.940 -3.088 -0.394 0.0625
H -3.518 -4.453 -1.299 0.0891
H -6.543 -4.257 -0.614 0.0725
H -7.078 -2.785 -1.544 0.0840
H -6.131 -4.143 -2.280 0.0784
C -4.937 -1.359 4.588 -0.3568
O -4.378 -0.330 4.972 0.0030
N -4.783 -1.909 3.388 -0.1535
C -5.540 -3.186 3.134 -0.0348
C -3.750 -1.393 2.465 -0.0044
H -5.578 -1.946 5.264 0.1272
H -6.511 -3.327 3.609 0.0806
H -4.910 -4.024 3.432 0.0659
H -5.838 -3.192 2.085 0.0695
H -4.286 -1.260 1.526 0.0783
H -3.328 -0.457 2.830 0.0689
H -2.946 -2.090 2.226 0.0627
C 3.658 -5.481 0.535 -0.2686
O 4.402 -6.461 0.169 -0.0718
N 2.963 -4.626 -0.328 -0.1920
C 2.178 -3.513 0.293 -0.0567
C 2.844 -4.636 -1.767 -0.0376
H 3.447 -5.260 1.593 0.1071
H 2.295 -3.516 1.377 0.0802
H 1.126 -3.621 0.030 0.0573
H 2.481 -2.543 -0.104 0.0686
H 3.452 -5.415 -2.228 0.0982
H 1.758 -4.626 -1.855 0.0871
H 3.074 -3.607 -2.040 0.0666
```

---

ORCA calculation (the ωB97M-V functional and the def2-TZVPD basis) on a gas-phase ion, C4H9NOPS (charge +1) at a distorted geometry.

Summary:
total charge	+1
highest occupied orbital energy	-14.728	eV
energy above the lowest of the compared OMol25 structures with the same formula, charge and spin	87.4	kcal/mol
HOMO-LUMO gap	0.3182	hartree

XYZ file:
```
17
Properties=species:S:1:pos:R:3:lowdin_charge:R:1
C -0.241 0.299 -2.126 0.2265
C 1.016 -0.257 -1.658 -0.2277
C 0.592 1.424 1.308 -0.1209
C -0.485 0.392 1.691 -0.3037
N -1.459 -0.055 -0.982 -0.0858
O 0.897 -0.758 -0.342 -0.3045
P -0.669 -0.744 0.270 0.4788
S -1.165 -2.704 0.891 0.5476
H -0.694 0.683 -2.925 0.0678
H 1.251 -1.106 -2.294 0.1600
H 1.896 0.335 -1.720 0.1454
H 1.472 0.940 0.798 0.0908
H 0.128 2.122 0.670 0.0603
H 0.942 1.946 2.172 0.0803
H -1.467 0.904 2.072 0.1508
H -0.093 -0.291 2.465 0.0866
H -1.920 -3.131 -0.290 -0.0524
```

---

ORCA calculation (the ωB97M-V functional and the def2-TZVPD basis) on a molecular structure, C27H34AsCuN5O7S4 at a distorted geometry.

Summary:
2S+1	2
highest occupied orbital energy (spin up / spin down)	-6.547 / -6.523	eV
energy above the lowest of the compared OMol25 structures with the same formula, charge and spin	11.7	kcal/mol
HOMO-LUMO gap (spin up / spin down)	0.2254 / 0.1305	hartree
expectation value of S²	0.785

XYZ file:
```
79
Properties=species:S:1:pos:R:3:lowdin_charge:R:1
Cu 1.743 0.333 0.411 0.1698
S -3.902 2.097 -4.434 0.6582
C -3.416 1.672 -2.919 -1.0900
S -2.429 0.272 -2.545 0.9689
C -2.529 0.720 -0.799 -1.0600
N -3.181 1.822 -0.634 0.0413
N -3.685 2.333 -1.772 -0.1343
C -4.491 3.486 -1.649 -0.2162
C -4.033 4.524 -0.849 -0.0014
C -4.820 5.643 -0.661 -0.0688
C -6.063 5.731 -1.269 -0.0774
C -6.517 4.691 -2.063 -0.0664
C -5.740 3.562 -2.253 -0.0416
S -1.889 -0.255 0.382 0.8210
H -3.068 4.447 -0.378 0.0925
H -4.459 6.447 -0.037 0.1055
H -6.673 6.609 -1.120 0.1050
H -7.490 4.749 -2.527 0.1083
H -6.101 2.742 -2.852 0.0919
C 5.229 -0.015 1.215 -0.1723
As 3.834 0.166 2.552 1.0329
C 3.426 -1.403 3.638 -0.1753
C 4.687 1.320 3.892 -0.2204
O 2.556 1.087 2.052 -0.5458
H 6.026 -0.668 1.562 0.0441
H 5.626 0.985 1.026 0.0407
H 4.784 -0.428 0.312 0.0272
H 3.998 -2.254 3.275 0.0427
H 2.365 -1.625 3.531 0.0399
H 3.669 -1.209 4.685 0.0333
H 5.551 0.814 4.320 0.0289
H 3.975 1.546 4.688 0.0312
H 5.009 2.255 3.434 0.0295
N 1.464 -0.218 -1.428 0.2013
C 1.304 -1.248 -1.934 -0.2312
N 1.176 -2.343 -2.601 -0.0611
C 2.371 -3.127 -2.898 -0.0917
C 2.141 -3.897 -4.200 -0.1821
O 0.955 -4.654 -4.143 -0.1194
C -0.164 -3.818 -3.972 -0.1798
C -0.084 -3.073 -2.639 -0.0896
H 2.569 -3.829 -2.078 0.1132
H 3.224 -2.452 -2.994 0.1434
H 2.956 -4.605 -4.355 0.1312
H 2.098 -3.197 -5.049 0.1296
H -1.041 -4.465 -3.984 0.1315
H -0.231 -3.095 -4.801 0.1318
H -0.108 -3.800 -1.818 0.1171
H -0.920 -2.380 -2.531 0.1068
O 3.696 -3.089 0.027 0.0338
C 2.701 -2.579 0.528 -0.6095
O 2.657 -1.389 1.011 -0.2154
C 1.428 -3.385 0.636 -0.1192
C 1.481 -4.756 0.382 -0.0073
C 0.337 -5.522 0.478 0.0126
C -0.862 -4.900 0.814 -0.1585
C -0.929 -3.536 1.075 -0.0081
C 0.226 -2.784 0.997 -0.0406
N -2.059 -5.698 0.906 -0.3637
O -1.929 -6.905 0.873 0.0788
O -3.118 -5.120 1.015 0.0810
H 2.434 -5.194 0.124 0.1224
H 0.343 -6.587 0.297 0.1207
H -1.874 -3.078 1.320 0.0949
H 0.207 -1.725 1.210 0.0629
O 0.415 1.884 0.513 -0.5904
S 0.039 2.192 1.934 0.9444
C 1.020 3.708 2.333 -0.2924
C 0.043 4.836 2.604 -0.2382
C -1.101 4.627 1.620 -0.2534
C -1.509 3.174 1.766 -0.3132
H 1.613 3.883 1.439 0.1016
H 1.678 3.479 3.166 0.0797
H 0.516 5.810 2.478 0.1149
H -0.336 4.775 3.625 0.1130
H -0.742 4.812 0.606 0.1174
H -1.936 5.296 1.829 0.1103
H -2.066 2.766 0.925 0.0320
H -2.074 3.006 2.681 0.0951
```

---

no.,DFT total energy (eV)
1,-358063.347
2,-90030.198
3,-27945.827
4,-199148.095